Entry 1:
Here is a structure of composition C28H39ClN5O4SZr from OMol25. Energies are from ωB97M-V with the def2-TZVPD basis set.

Atoms and positions in Å:
Zr (-0.503, -0.044, 1.406)
C (1.937, 2.008, 4.030)
C (1.713, 1.940, 2.550)
C (0.834, 2.816, 1.924)
C (0.611, 2.757, 0.550)
C (1.281, 1.823, -0.227)
C (2.177, 0.943, 0.383)
C (2.385, 1.001, 1.757)
H (2.738, 2.715, 4.259)
H (2.223, 1.035, 4.429)
H (1.030, 2.334, 4.535)
H (0.308, 3.544, 2.524)
H (-0.083, 3.448, 0.089)
H (1.122, 1.787, -1.297)
H (2.715, 0.217, -0.214)
H (3.071, 0.306, 2.227)
Cl (1.742, -4.871, 6.749)
C (1.233, -3.577, 5.715)
C (0.697, -2.409, 6.285)
C (0.283, -1.363, 5.502)
C (0.377, -1.435, 4.095)
O (-0.004, -0.436, 3.363)
C (0.926, -2.617, 3.533)
C (1.102, -2.738, 2.126)
O (0.769, -1.904, 1.270)
C (1.350, -3.679, 4.360)
H (0.613, -2.347, 7.362)
H (-0.135, -0.466, 5.939)
H (1.590, -3.655, 1.768)
H (1.765, -4.574, 3.912)
O (-1.989, -0.938, 1.292)
C (-3.374, 3.458, 4.431)
N (-3.325, 3.045, 3.032)
C (-4.289, 3.376, 2.143)
C (-4.241, 2.942, 0.867)
C (-3.148, 2.103, 0.495)
N (-2.179, 1.805, 1.353)
C (-2.254, 2.242, 2.644)
O (-1.400, 1.929, 3.460)
N (-3.095, 1.623, -0.749)
H (-4.247, 4.090, 4.575)
H (-2.472, 4.008, 4.688)
H (-3.439, 2.583, 5.074)
H (-5.093, 3.997, 2.512)
H (-5.016, 3.200, 0.164)
H (-3.891, 1.744, -1.348)
H (-2.418, 0.905, -0.993)
C (1.867, -3.282, -4.656)
C (2.423, -3.989, -3.424)
C (3.006, -3.069, -2.352)
C (2.014, -2.147, -1.655)
N (1.660, -1.017, -2.511)
C (0.529, -0.322, -2.488)
S (-0.728, -0.637, -1.357)
N (0.403, 0.643, -3.413)
C (-0.764, 1.491, -3.649)
C (-1.029, 1.672, -5.140)
C (-1.737, 0.502, -5.820)
C (-0.984, -0.824, -5.791)
H (1.598, -4.005, -5.426)
H (2.610, -2.606, -5.092)
H (0.971, -2.704, -4.428)
H (3.211, -4.678, -3.736)
H (1.640, -4.605, -2.973)
H (3.823, -2.472, -2.776)
H (3.466, -3.684, -1.576)
H (2.443, -1.771, -0.723)
H (1.095, -2.670, -1.390)
H (2.327, -0.797, -3.238)
H (1.130, 0.719, -4.110)
H (-0.598, 2.462, -3.170)
H (-1.616, 1.027, -3.161)
H (-0.083, 1.890, -5.651)
H (-1.640, 2.569, -5.258)
H (-1.931, 0.783, -6.857)
H (-2.718, 0.366, -5.354)
H (0.034, -0.715, -6.174)
H (-1.488, -1.564, -6.412)
H (-0.929, -1.237, -4.782)

Properties
Molar mass ... 668.40 g mol⁻¹
LUMO ... -0.09317 Eh
Electronic energy ... -69948.5969 eV
HOMO energy ... -10.39 eV
Frontier orbital gap ... 0.28851 hartree
Relative energy (zero: lowest compared OMol25 entry of this formula, charge and spin) ... 0.331 eV
Charge ... +1

Atomic partial charges in e from the Löwdin method, atoms 1 to 4: 1.5090, -0.0234, -0.2887, -0.0660


Entry 2:
Here is a structure of composition C28H39KN4O6 from OMol25. Energies are from ωB97M-V with the def2-TZVPD basis set.

Atoms and positions in Å:
K (-0.032, 0.940, -0.722)
C (3.053, 2.295, 0.688)
C (3.605, 1.594, 1.905)
O (2.961, 0.391, 2.233)
C (3.306, -0.718, 1.442)
C (2.282, -1.183, 0.426)
O (0.986, -1.397, 0.931)
C (0.967, -2.310, 2.013)
C (-0.388, -2.937, 2.320)
O (-1.554, -2.193, 2.608)
C (-1.504, -1.335, 3.741)
C (-0.742, -0.097, 3.631)
O (-1.351, 0.966, 2.848)
C (-0.601, 2.132, 2.995)
C (-1.209, 3.209, 2.102)
O (-0.890, 3.079, 0.709)
C (-0.111, 4.144, 0.267)
C (1.299, 4.097, 0.820)
O (1.683, 2.721, 0.853)
H (3.044, 1.583, -0.166)
H (3.702, 3.173, 0.524)
H (3.436, 2.238, 2.775)
H (4.683, 1.378, 1.842)
H (3.583, -1.564, 2.122)
H (4.247, -0.448, 0.913)
H (2.674, -2.141, 0.048)
H (2.115, -0.527, -0.434)
H (1.337, -1.781, 2.897)
H (1.666, -3.157, 1.774)
H (-0.130, -3.586, 3.219)
H (-0.705, -3.553, 1.521)
H (-1.064, -1.857, 4.583)
H (-2.500, -1.141, 4.184)
H (0.290, -0.315, 3.261)
H (-0.521, 0.286, 4.654)
H (0.425, 1.990, 2.587)
H (-0.582, 2.488, 4.044)
H (-0.971, 4.207, 2.491)
H (-2.337, 3.187, 2.237)
H (-0.549, 5.115, 0.556)
H (-0.042, 4.057, -0.840)
H (1.388, 4.578, 1.822)
H (1.988, 4.705, 0.222)
C (-2.892, -3.957, -2.415)
C (-2.188, -3.654, -3.563)
C (-1.073, -2.816, -3.545)
C (-0.786, -2.173, -2.337)
C (-1.483, -2.438, -1.221)
C (-2.602, -3.237, -1.242)
N (0.296, -1.238, -2.201)
N (1.181, -1.394, -3.053)
C (2.265, -0.435, -3.094)
C (3.299, -0.866, -3.940)
C (4.348, -0.044, -4.059)
C (4.387, 1.185, -3.444)
C (3.282, 1.656, -2.742)
C (2.208, 0.782, -2.430)
H (-3.764, -4.626, -2.527)
H (-2.541, -4.027, -4.523)
H (-0.363, -2.696, -4.376)
H (-1.175, -1.946, -0.249)
H (-3.211, -3.327, -0.364)
H (3.402, -1.844, -4.350)
H (5.262, -0.398, -4.524)
H (5.265, 1.866, -3.430)
H (3.392, 2.574, -2.194)
C (-5.548, -0.815, -0.216)
N (-4.539, -0.023, -0.899)
C (-4.561, 0.307, -2.188)
C (-3.390, 0.978, -2.435)
N (-2.718, 1.122, -1.233)
C (-3.483, 0.566, -0.297)
H (-5.139, -1.682, 0.384)
H (-6.259, -1.260, -0.896)
H (-6.134, -0.209, 0.440)
H (-5.381, 0.048, -2.853)
H (-3.002, 1.382, -3.362)
H (-3.296, 0.326, 0.730)

Properties
Molar mass ... 566.74 g mol⁻¹
LUMO ... 0.01054 Eh
Electronic energy ... -64233.2476 eV
HOMO energy ... -6.37 eV
Frontier orbital gap ... 0.24451 hartree
Relative energy (zero: lowest compared OMol25 entry of this formula, charge and spin) ... 1.717 eV

Atomic partial charges in e from the Löwdin method, atoms 1 to 4: 0.7168, -0.1502, -0.1922, -0.1342